Formula: C2H4NO
Source: OMol25
Level of theory: ωB97M-V/def2-TZVPD

The value obtained for the HOMO-LUMO gap (spin up / spin down) is 7.6 / 7.6 eV. The calculation puts the HOMO energy (spin up / spin down) at -15.612 / -15.614 eV. The charge is +1. The relative energy (zero: lowest compared OMol25 entry of this formula, charge and spin) comes out at 354.5 kJ/mol. For the energy, the calculation gives -5663.658 eV.

```
8
C2H4NO ωB97M-V/def2-TZVPD
C -0.446 -0.567 -0.101
C 0.477 0.400 0.188
N 2.655 0.496 0.012
O 3.109 -0.430 -0.366
H -1.285 -0.719 0.625
H -0.647 -1.126 -1.043
H 1.003 1.173 -0.557
H 0.430 0.725 1.217
```

The computed natural (NBO) charges, all in e, follow: atom 1 (C): -0.162, atom 2 (C): -0.507, atom 3 (N): 0.584, atom 4 (O): 0.080, atom 5 (H): 0.247, atom 6 (H): 0.237, atom 7 (H): 0.278, atom 8 (H): 0.243


Formula: BrMg
Source: OMol25
Level of theory: ωB97M-V/def2-TZVPD

The value obtained for the HOMO-LUMO gap is 5.5 eV. The calculation puts the HOMO energy at -14.298 eV. The charge is +1. The relative energy (zero: lowest compared OMol25 entry of this formula, charge and spin) comes out at 206.1 kJ/mol. For the energy, the calculation gives -75478.073 eV.

```
2
BrMg ωB97M-V/def2-TZVPD
Mg 0.373 1.543 0.072
Br -0.373 -1.543 -0.072
```

The computed natural (NBO) charges, all in e, follow: atom 1 (Mg): 1.414, atom 2 (Br): -0.414


Formula: C44H35N4O3ReSi
Source: OMol25
Level of theory: ωB97M-V/def2-TZVPD

The value obtained for the HOMO-LUMO gap (spin up / spin down) is 5.7 / 6.0 eV. The calculation puts the HOMO energy (spin up / spin down) at -10.383 / -10.338 eV. The charge is +1. The relative energy (zero: lowest compared OMol25 entry of this formula, charge and spin) comes out at 0.0 kJ/mol. For the energy, the calculation gives -68301.786 eV. The spin multiplicity is 2.

```
88
C44H35N4O3ReSi ωB97M-V/def2-TZVPD
Re -0.561 0.859 0.166
C -1.136 1.701 3.361
O -0.179 1.268 2.388
C 1.157 1.549 2.604
C 1.658 1.929 3.834
C 3.019 2.149 3.981
C 3.871 1.999 2.898
C 3.367 1.622 1.667
C 2.005 1.392 1.506
N 1.414 1.024 0.265
N 2.249 0.931 -0.725
C 1.925 0.730 -1.999
C 0.596 0.690 -2.546
O -0.472 0.695 -1.830
C 0.437 0.653 -3.960
C 1.500 0.575 -4.790
C 2.838 0.487 -4.294
C 3.931 0.317 -5.159
C 5.205 0.197 -4.662
C 5.421 0.230 -3.282
C 4.363 0.391 -2.417
C 3.056 0.546 -2.904
H -1.033 2.770 3.546
H -2.117 1.486 2.946
H -1.009 1.142 4.287
H 1.002 2.046 4.684
H 3.409 2.438 4.947
H 4.931 2.182 3.009
H 4.012 1.506 0.810
H -0.576 0.681 -4.340
H 1.343 0.545 -5.861
H 3.756 0.274 -6.227
H 6.042 0.061 -5.335
H 6.423 0.121 -2.890
H 4.519 0.384 -1.349
O -2.534 0.985 0.344
C -3.479 1.910 0.315
C -4.812 1.487 0.469
C -5.857 2.375 0.397
C -5.609 3.734 0.205
C -4.311 4.173 0.084
C -3.225 3.289 0.132
C -1.868 3.783 0.018
N -0.738 3.082 0.106
C 0.305 3.967 -0.037
C -0.190 5.218 -0.217
N -1.552 5.088 -0.178
H -4.975 0.427 0.620
H -6.874 2.019 0.488
H -6.427 4.438 0.157
H -4.145 5.234 -0.053
H 1.334 3.652 -0.004
H 0.301 6.160 -0.381
H -2.211 5.841 -0.264
C 2.595 -4.008 3.097
C 2.430 -2.653 3.336
C 1.533 -1.916 2.575
C 0.797 -2.503 1.546
C 0.974 -3.875 1.327
C 1.853 -4.619 2.096
Si -0.459 -1.631 0.416
C -0.184 -2.532 -1.246
C -1.183 -3.311 -1.833
C -0.938 -4.043 -2.988
C 0.307 -3.995 -3.594
C 1.318 -3.237 -3.019
C 1.077 -2.532 -1.850
C -2.203 -2.060 1.040
C -2.387 -2.657 2.287
C -3.646 -3.082 2.693
C -4.737 -2.921 1.854
C -4.572 -2.313 0.615
C -3.318 -1.877 0.218
H 3.293 -4.586 3.688
H 2.999 -2.165 4.118
H 1.404 -0.869 2.802
H 0.414 -4.366 0.538
H 1.965 -5.680 1.910
H -2.163 -3.362 -1.379
H -1.722 -4.662 -3.407
H 0.496 -4.562 -4.496
H 2.301 -3.206 -3.475
H 1.898 -2.009 -1.376
H -1.534 -2.802 2.941
H -3.772 -3.551 3.661
H -5.714 -3.272 2.160
H -5.423 -2.189 -0.045
H -3.200 -1.387 -0.742
```

The computed Löwdin charges, all in e, follow: atom 1 (Re): 1.573, atom 2 (C): -0.011, atom 3 (O): -0.242, atom 4 (C): -0.248, atom 5 (C): -0.001, atom 6 (C): -0.049, atom 7 (C): -0.055, atom 8 (C): 0.006, atom 9 (C): -0.204, atom 10 (N): -0.166, atom 11 (N): 0.116, atom 12 (C): -0.141, atom 13 (C): -0.289, atom 14 (O): -0.140, atom 15 (C): 0.016, atom 16 (C): 0.018, atom 17 (C): -0.164, atom 18 (C): -0.018, atom 19 (C): -0.061, atom 20 (C): -0.055, atom 21 (C): -0.015, atom 22 (C): -0.098, atom 23 (H): 0.113, atom 24 (H): 0.096, atom 25 (H): 0.109, atom 26 (H): 0.117, atom 27 (H): 0.116, atom 28 (H): 0.114, atom 29 (H): 0.106, atom 30 (H): 0.130, atom 31 (H): 0.128, atom 32 (H): 0.120, atom 33 (H): 0.111, atom 34 (H): 0.111, atom 35 (H): 0.100, atom 36 (O): -0.245, atom 37 (C): -0.298, atom 38 (C): 0.014, atom 39 (C): -0.054, atom 40 (C): -0.072, atom 41 (C): -0.030, atom 42 (C): -0.081, atom 43 (C): -0.238, atom 44 (N): -0.021, atom 45 (C): -0.104, atom 46 (C): -0.051, atom 47 (N): 0.128, atom 48 (H): 0.107, atom 49 (H): 0.115, atom 50 (H): 0.110, atom 51 (H): 0.106, atom 52 (H): 0.106, atom 53 (H): 0.124, atom 54 (H): 0.154, atom 55 (C): -0.081, atom 56 (C): -0.082, atom 57 (C): -0.098, atom 58 (C): -0.278, atom 59 (C): -0.092, atom 60 (C): -0.071, atom 61 (Si): 0.692, atom 62 (C): -0.287, atom 63 (C): -0.087, atom 64 (C): -0.073, atom 65 (C): -0.083, atom 66 (C): -0.079, atom 67 (C): -0.119, atom 68 (C): -0.291, atom 69 (C): -0.088, atom 70 (C): -0.079, atom 71 (C): -0.082, atom 72 (C): -0.094, atom 73 (C): -0.155, atom 74 (H): 0.105, atom 75 (H): 0.103, atom 76 (H): 0.072, atom 77 (H): 0.106, atom 78 (H): 0.107, atom 79 (H): 0.086, atom 80 (H): 0.106, atom 81 (H): 0.104, atom 82 (H): 0.106, atom 83 (H): 0.099, atom 84 (H): 0.099, atom 85 (H): 0.105, atom 86 (H): 0.105, atom 87 (H): 0.108, atom 88 (H): 0.106


Formula: C31H33Cl66O2P
Source: OMol25
Level of theory: ωB97M-V/def2-TZVPD

The value obtained for the HOMO-LUMO gap is 9.2 eV. The calculation puts the HOMO energy at -9.284 eV. The charge is 0. For the energy, the calculation gives -872542.991 eV.

```
133
C31H33Cl66O2P ωB97M-V/def2-TZVPD
C 1.629 -0.102 0.311
C 2.877 0.625 -0.209
C 4.116 0.010 -0.041
C 5.275 0.633 -0.468
C 5.192 1.877 -1.088
C 3.956 2.477 -1.252
C 2.767 1.876 -0.817
C 1.447 2.605 -0.987
P 0.376 1.942 -2.320
C -1.221 1.288 -1.490
O -1.377 1.736 -0.341
O -2.024 0.529 -2.047
H 1.381 -0.979 -0.308
H 1.857 -0.485 1.313
H 0.783 0.596 0.293
H 4.197 -0.958 0.458
H 6.238 0.149 -0.302
H 6.101 2.380 -1.419
H 3.959 3.467 -1.720
H 0.900 2.522 -0.032
H 1.603 3.684 -1.142
H 1.029 1.039 -3.151
H -0.027 3.032 -3.124
C 3.026 -4.713 -1.208
Cl 2.744 -3.983 0.370
Cl 1.530 -5.386 -1.844
Cl 3.713 -3.522 -2.320
H 3.739 -5.520 -1.089
C 8.790 -1.702 -1.130
Cl 8.459 -0.922 0.420
Cl 7.311 -2.398 -1.799
Cl 9.508 -0.555 -2.263
H 9.498 -2.503 -0.962
C 4.641 -6.782 2.485
Cl 5.712 -5.415 2.175
Cl 3.529 -7.022 1.132
Cl 5.574 -8.249 2.791
H 4.054 -6.562 3.369
C -2.164 -3.998 -0.150
Cl -1.094 -2.627 -0.437
Cl -3.303 -4.183 -1.484
Cl -1.232 -5.479 0.086
H -2.729 -3.804 0.754
C -5.452 -1.025 -3.140
Cl -6.725 0.080 -2.621
Cl -6.054 -2.685 -3.214
Cl -4.838 -0.529 -4.714
H -4.641 -0.984 -2.419
C 3.423 -2.863 4.561
Cl 4.502 -1.508 4.228
Cl 2.307 -3.098 3.218
Cl 4.351 -4.336 4.874
H 2.844 -2.631 5.448
C -5.167 3.953 -2.374
Cl -4.149 5.374 -2.646
Cl -6.242 3.687 -3.756
Cl -4.180 2.531 -2.077
H -5.779 4.135 -1.498
C -7.245 1.394 0.867
Cl -8.331 2.794 0.836
Cl -5.567 1.920 0.922
Cl -7.624 0.347 2.233
H -7.392 0.828 -0.046
C -0.764 0.044 -5.997
Cl 0.137 -1.449 -5.722
Cl -2.482 -0.267 -6.086
Cl -0.472 1.224 -4.707
H -0.432 0.471 -6.937
C 3.623 1.980 5.613
Cl 3.398 3.709 5.892
Cl 2.831 1.034 6.874
Cl 3.009 1.517 4.026
H 4.685 1.766 5.644
C -0.755 -3.330 -9.024
Cl 0.308 -2.515 -10.175
Cl -2.409 -2.735 -9.173
Cl -0.698 -5.080 -9.254
H -0.404 -3.108 -8.022
C -11.724 3.537 -0.423
Cl -12.034 5.253 -0.147
Cl -12.524 2.552 0.803
Cl -12.246 3.062 -2.041
H -10.658 3.369 -0.350
C -1.354 1.674 7.160
Cl -0.426 2.595 5.976
Cl -0.554 0.143 7.530
Cl -1.599 2.619 8.631
H -2.325 1.454 6.733
C 1.370 6.957 -0.358
Cl 1.878 8.179 0.806
Cl 2.728 5.914 -0.800
Cl 0.038 5.996 0.286
H 1.024 7.462 -1.252
C 1.879 -9.433 -1.294
Cl 0.583 -8.360 -0.760
Cl 1.308 -11.100 -1.393
Cl 2.526 -8.903 -2.849
H 2.677 -9.390 -0.563
C -2.915 -7.517 3.166
Cl -3.333 -5.803 3.086
Cl -3.680 -8.406 1.848
Cl -1.162 -7.734 3.128
H -3.285 -7.912 4.103
C 5.097 -1.106 9.722
Cl 4.858 0.619 10.001
Cl 4.314 -2.057 10.987
Cl 4.488 -1.564 8.129
H 6.160 -1.312 9.751
C -11.483 -1.507 0.581
Cl -10.456 -0.094 0.341
Cl -12.531 -1.761 -0.816
Cl -10.504 -2.943 0.894
H -12.109 -1.327 1.447
C 4.254 -2.353 -6.804
Cl 3.952 -1.620 -5.228
Cl 2.771 -3.046 -7.464
Cl 4.943 -1.172 -7.920
H 4.970 -3.155 -6.672
C -6.177 5.083 -7.142
Cl -6.654 6.777 -7.282
Cl -6.851 4.134 -8.471
Cl -4.418 4.933 -7.100
H -6.575 4.695 -6.212
C 1.452 12.125 -0.383
Cl 0.892 10.798 -1.405
Cl 2.816 12.956 -1.132
Cl 0.137 13.255 -0.055
H 1.784 11.708 0.560
C 7.844 3.242 10.034
Cl 8.919 4.612 9.748
Cl 6.733 3.026 8.681
Cl 8.776 1.768 10.315
H 7.261 3.449 10.923
```

Löwdin atomic charge list, values in e, 99 entries: atom 1 (C): -0.025, atom 2 (C): -0.218, atom 3 (C): -0.043, atom 4 (C): -0.087, atom 5 (C): -0.078, atom 6 (C): -0.062, atom 7 (C): -0.245, atom 8 (C): -0.298, atom 9 (P): 1.031, atom 10 (C): -0.882, atom 11 (O): -0.068, atom 12 (O): -0.127, atom 13 (H): 0.057, atom 14 (H): 0.068, atom 15 (H): 0.049, atom 16 (H): 0.108, atom 17 (H): 0.027, atom 18 (H): 0.108, atom 19 (H): 0.086, atom 20 (H): 0.090, atom 21 (H): 0.008, atom 22 (H): -0.035, atom 23 (H): 0.010, atom 24 (C): -1.538, atom 25 (Cl): 0.460, atom 26 (Cl): 0.506, atom 27 (Cl): 0.506, atom 28 (H): -0.023, atom 29 (C): -1.534, atom 30 (Cl): 0.546, atom 31 (Cl): 0.519, atom 32 (Cl): 0.528, atom 33 (H): 0.012, atom 34 (C): -1.536, atom 35 (Cl): 0.510, atom 36 (Cl): 0.553, atom 37 (Cl): 0.542, atom 38 (H): -0.028, atom 39 (C): -1.531, atom 40 (Cl): 0.556, atom 41 (Cl): 0.532, atom 42 (Cl): 0.473, atom 43 (H): -0.005, atom 44 (C): -1.510, atom 45 (Cl): 0.535, atom 46 (Cl): 0.520, atom 47 (Cl): 0.492, atom 48 (H): 0.014, atom 49 (C): -1.505, atom 50 (Cl): 0.520, atom 51 (Cl): 0.524, atom 52 (Cl): 0.543, atom 53 (H): 0.008, atom 54 (C): -1.518, atom 55 (Cl): 0.526, atom 56 (Cl): 0.540, atom 57 (Cl): 0.572, atom 58 (H): 0.001, atom 59 (C): -1.560, atom 60 (Cl): 0.539, atom 61 (Cl): 0.550, atom 62 (Cl): 0.523, atom 63 (H): -0.048, atom 64 (C): -1.447, atom 65 (Cl): 0.554, atom 66 (Cl): 0.512, atom 67 (Cl): 0.585, atom 68 (H): 0.025, atom 69 (C): -1.543, atom 70 (Cl): 0.528, atom 71 (Cl): 0.476, atom 72 (Cl): 0.507, atom 73 (H): 0.013, atom 74 (C): -1.572, atom 75 (Cl): 0.510, atom 76 (Cl): 0.525, atom 77 (Cl): 0.528, atom 78 (H): -0.046, atom 79 (C): -1.569, atom 80 (Cl): 0.526, atom 81 (Cl): 0.503, atom 82 (Cl): 0.527, atom 83 (H): -0.060, atom 84 (C): -1.543, atom 85 (Cl): 0.515, atom 86 (Cl): 0.503, atom 87 (Cl): 0.524, atom 88 (H): 0.012, atom 89 (C): -1.532, atom 90 (Cl): 0.521, atom 91 (Cl): 0.570, atom 92 (Cl): 0.553, atom 93 (H): 0.005, atom 94 (C): -1.554, atom 95 (Cl): 0.483, atom 96 (Cl): 0.534, atom 97 (Cl): 0.523, atom 98 (H): -0.014, atom 99 (C): -1.545


Formula: C22H50MoN3OP3
Source: OMol25
Level of theory: ωB97M-V/def2-TZVPD

The value obtained for the HOMO-LUMO gap (spin up / spin down) is 3.9 / 4.0 eV. The calculation puts the HOMO energy (spin up / spin down) at -18.978 / -18.992 eV. The charge is +4. For the energy, the calculation gives -59821.503 eV. The spin multiplicity is 3.

```
80
C22H50MoN3OP3 ωB97M-V/def2-TZVPD
Mo -0.734 0.655 -0.676
P 2.085 -1.103 2.960
P -2.341 2.473 -1.085
P 0.801 2.450 -0.130
H 0.183 -0.229 -3.135
C 0.549 0.190 -2.179
C 0.691 -0.814 -1.027
H 1.638 -0.900 -0.470
C 1.402 -2.766 2.975
C 0.748 0.020 2.497
C 2.796 -0.660 4.561
C -3.025 2.216 -2.748
C -3.744 2.205 0.051
C -2.162 4.290 -0.959
C 2.502 1.973 0.368
C 0.437 3.735 1.125
C 1.172 3.468 -1.630
H 1.395 0.871 -2.373
H 0.319 -1.826 -1.269
H 2.086 -3.372 2.367
H 0.405 -2.779 2.519
H 1.362 -3.145 4.002
H 0.443 -0.156 1.440
H 1.053 1.072 2.592
H -0.146 -0.151 3.116
H 3.806 -1.087 4.636
H 2.163 -1.057 5.364
H 2.865 0.433 4.648
H -3.781 2.990 -2.938
H -3.481 1.222 -2.823
H -2.218 2.304 -3.486
H -4.647 2.655 -0.384
H -3.526 2.685 1.014
H -3.910 1.132 0.220
H -3.096 4.734 -1.335
H -1.330 4.655 -1.572
H -2.020 4.588 0.089
H 2.658 2.208 1.428
H 3.223 2.548 -0.230
H 2.713 0.904 0.222
H 1.232 3.748 1.880
H -0.514 3.537 1.630
H 0.392 4.726 0.656
H 2.192 3.865 -1.530
H 0.470 4.303 -1.722
H 1.117 2.868 -2.544
C 4.606 -1.290 -0.553
C 4.356 -0.588 -1.782
C 5.334 -0.486 -2.753
C 6.564 -1.147 -2.604
C 6.785 -1.948 -1.474
C 5.853 -2.006 -0.463
O 3.780 -1.271 0.425
H 3.139 -1.182 1.927
H 3.376 -0.135 -1.924
H 5.137 0.105 -3.643
H 7.335 -1.064 -3.371
H 7.721 -2.509 -1.365
H 6.018 -2.557 0.459
C -2.255 -3.501 -1.596
N -3.187 -2.855 -0.683
C -4.063 -3.730 0.088
C -3.032 -1.549 -0.419
N -2.144 -0.856 -1.149
N -3.797 -0.963 0.589
C -5.272 -1.033 0.538
C -3.232 -0.966 1.942
H -2.480 -4.572 -1.607
H -1.212 -3.358 -1.278
H -2.381 -3.103 -2.612
H -3.972 -3.550 1.170
H -5.113 -3.596 -0.215
H -3.770 -4.765 -0.121
H -2.098 -1.268 -2.092
H -5.685 -1.923 1.046
H -5.655 -0.137 1.048
H -5.615 -1.016 -0.507
H -3.218 -1.977 2.389
H -2.205 -0.576 1.899
H -3.840 -0.305 2.576
```

The computed Löwdin charges, all in e, follow: atom 1 (Mo): 1.148, atom 2 (P): 0.927, atom 3 (P): 0.697, atom 4 (P): 0.711, atom 5 (H): 0.086, atom 6 (C): -0.331, atom 7 (C): -0.345, atom 8 (H): 0.006, atom 9 (C): -0.182, atom 10 (C): -0.229, atom 11 (C): -0.177, atom 12 (C): -0.238, atom 13 (C): -0.224, atom 14 (C): -0.228, atom 15 (C): -0.239, atom 16 (C): -0.228, atom 17 (C): -0.221, atom 18 (H): 0.025, atom 19 (H): 0.040, atom 20 (H): 0.066, atom 21 (H): 0.059, atom 22 (H): 0.079, atom 23 (H): -0.015, atom 24 (H): 0.044, atom 25 (H): 0.073, atom 26 (H): 0.080, atom 27 (H): 0.082, atom 28 (H): 0.073, atom 29 (H): 0.074, atom 30 (H): 0.049, atom 31 (H): 0.057, atom 32 (H): 0.086, atom 33 (H): 0.065, atom 34 (H): 0.001, atom 35 (H): 0.081, atom 36 (H): 0.035, atom 37 (H): 0.052, atom 38 (H): 0.048, atom 39 (H): 0.063, atom 40 (H): -0.002, atom 41 (H): 0.057, atom 42 (H): 0.044, atom 43 (H): 0.068, atom 44 (H): 0.068, atom 45 (H): 0.031, atom 46 (H): 0.041, atom 47 (C): -0.255, atom 48 (C): 0.102, atom 49 (C): 0.044, atom 50 (C): 0.147, atom 51 (C): 0.046, atom 52 (C): 0.130, atom 53 (O): 0.039, atom 54 (H): 0.044, atom 55 (H): 0.111, atom 56 (H): 0.149, atom 57 (H): 0.170, atom 58 (H): 0.160, atom 59 (H): 0.159, atom 60 (C): -0.004, atom 61 (N): -0.086, atom 62 (C): 0.009, atom 63 (C): -0.382, atom 64 (N): -0.027, atom 65 (N): -0.232, atom 66 (C): -0.035, atom 67 (C): -0.036, atom 68 (H): 0.111, atom 69 (H): 0.091, atom 70 (H): 0.111, atom 71 (H): 0.098, atom 72 (H): 0.113, atom 73 (H): 0.108, atom 74 (H): 0.083, atom 75 (H): 0.096, atom 76 (H): 0.103, atom 77 (H): 0.117, atom 78 (H): 0.095, atom 79 (H): 0.053, atom 80 (H): 0.113


Q: Among the records above, which one has the lowest charge?
A: C31H33Cl66O2P


Q: What is the energy in the third record?
A: -68301.786 eV


Q: Which of these has the lowest energy?
A: C31H33Cl66O2P